13
Properties=species:S:1:pos:R:3 method="wB97M-V/def2-TZVPD" mol_weight_da=108.6 de_lowest_kcal_mol=178.7 gap_ev="8.07 / 8.15" lumo_energy_ev="-4.3356 / -4.9553" homo_energy_ha="-0.4560 / -0.4815" charge=+1 energy_ha=-704.3497
C -0.139 0.186 -0.146
C 1.213 0.003 0.671
N -0.292 -1.155 -0.372
N 0.897 -1.423 0.298
N -1.436 0.847 0.360
Cl 2.644 0.533 -0.208
H 0.235 1.537 -2.133
H 1.345 0.302 1.695
H -0.579 -1.681 -1.204
H 1.600 -2.027 -0.166
H -1.282 1.872 0.465
H -2.010 0.439 1.172
H -2.198 0.568 -0.431

45
Properties=species:S:1:pos:R:3 method="wB97M-V/def2-TZVPD" mol_weight_da=434.9 gap_ev="9.61 / 7.49" lumo_energy_ev="-5.7912 / -8.1089" homo_energy_ha="-0.5659 / -0.5733" charge=+2 energy_ha=-6678.7829 spin_multiplicity=3 s_squared=2.007
Ni -0.354 0.754 0.730
C -2.698 -1.805 -0.996
As -1.050 -1.420 -0.074
C -1.004 -2.759 1.323
C 0.371 -1.980 -1.245
C 0.263 -3.202 -1.901
C 1.325 -3.682 -2.654
C 2.502 -2.950 -2.745
C 2.609 -1.723 -2.107
C 1.543 -1.231 -1.359
As 1.635 0.557 -0.651
C 3.440 0.797 -0.015
C 1.590 1.642 -2.251
H -2.805 -2.885 -1.059
H -2.677 -1.371 -1.991
H -3.535 -1.394 -0.436
H -0.982 -3.732 0.838
H -1.899 -2.676 1.936
H -0.116 -2.642 1.939
H -0.644 -3.791 -1.828
H 1.236 -4.632 -3.165
H 3.334 -3.331 -3.322
H 3.526 -1.153 -2.203
H 4.101 0.816 -0.877
H 3.714 -0.018 0.650
H 3.519 1.742 0.516
H 2.324 1.240 -2.945
H 1.850 2.668 -2.001
H 0.603 1.607 -2.705
C -1.761 0.206 3.385
O -0.844 1.117 2.720
C -1.197 2.519 2.830
C -2.034 2.880 1.636
O -1.287 2.551 0.436
C -0.498 3.636 -0.120
H -2.116 0.660 4.307
H -1.203 -0.693 3.624
H -2.611 -0.029 2.746
H -0.259 3.071 2.842
H -1.722 2.702 3.766
H -2.302 3.935 1.627
H -2.945 2.287 1.597
H -1.028 4.573 0.024
H -0.393 3.444 -1.182
H 0.480 3.694 0.357

120
Properties=species:S:1:pos:R:3 method="wB97M-V/def2-TZVPD" mol_weight_da=730.9 de_lowest_kcal_mol=161.6 gap_ev=9.36 lumo_energy_ev=0.1305 homo_energy_ha=-0.3393 charge=0 energy_ha=-2485.0147
C 1.040 7.907 -2.141
N 1.847 6.686 -2.225
C 2.419 6.441 -3.439
C 3.474 5.385 -3.394
O 2.075 6.997 -4.443
H 1.677 8.791 -2.107
H 0.634 7.893 -1.129
H 0.179 7.978 -2.806
H 2.068 6.039 -1.481
H 4.381 5.777 -3.855
H 3.211 4.394 -3.764
H 3.682 5.247 -2.333
C 5.108 -5.573 -6.845
N 3.760 -5.265 -6.242
C 3.439 -5.175 -4.949
C 4.131 -6.054 -3.985
O 2.322 -4.695 -4.656
H 5.072 -6.492 -7.430
H 5.930 -5.615 -6.129
H 5.306 -4.825 -7.612
H 2.997 -4.787 -6.700
H 4.901 -6.559 -4.569
H 3.561 -6.879 -3.556
H 4.615 -5.381 -3.278
C -5.706 5.348 -13.732
N -5.600 5.278 -12.271
C -5.434 4.168 -11.555
C -5.430 4.313 -10.083
O -5.364 3.130 -12.086
H -5.759 6.411 -13.966
H -6.586 4.799 -14.069
H -4.786 4.961 -14.171
H -5.988 6.096 -11.825
H -6.283 3.765 -9.683
H -5.504 5.387 -9.911
H -4.556 3.972 -9.528
C -5.274 1.722 5.862
N -4.708 2.258 7.160
C -5.310 3.150 7.865
C -4.678 3.392 9.221
O -6.177 3.890 7.450
H -6.353 1.666 6.006
H -4.854 0.767 5.546
H -5.198 2.499 5.101
H -3.907 1.795 7.566
H -4.268 4.388 9.387
H -3.778 2.777 9.191
H -5.271 3.203 10.115
C 3.739 -3.269 13.012
N 4.011 -3.270 11.558
C 3.302 -2.339 10.873
C 3.658 -2.168 9.420
O 2.445 -1.589 11.379
H 3.988 -4.256 13.402
H 2.684 -3.173 13.267
H 4.168 -2.430 13.560
H 4.691 -3.880 11.127
H 3.117 -2.885 8.803
H 4.646 -2.622 9.353
H 3.773 -1.188 8.958
C 0.546 -0.770 0.535
N -0.463 -0.178 -0.245
C -0.954 1.047 -0.065
C -2.128 1.541 -1.005
O -0.516 1.767 0.787
H 1.404 -1.007 -0.094
H 0.332 -1.823 0.717
H 0.952 -0.286 1.423
H -0.840 -0.820 -0.927
H -3.057 1.269 -0.504
H -2.165 1.027 -1.966
H -2.058 2.591 -1.288
C 3.230 -8.130 6.215
N 3.128 -9.062 7.246
C 3.872 -9.160 8.343
C 3.279 -10.114 9.331
O 4.774 -8.397 8.654
H 3.889 -7.278 6.387
H 2.272 -7.707 5.913
H 3.832 -8.576 5.423
H 2.448 -9.780 7.040
H 2.786 -9.556 10.127
H 4.064 -10.654 9.861
H 2.576 -10.867 8.976
C 7.056 8.048 4.074
N 5.636 7.819 4.091
C 5.066 6.892 4.854
C 3.557 7.023 5.029
O 5.755 6.052 5.430
H 7.200 8.868 4.779
H 7.551 8.175 3.111
H 7.709 7.305 4.533
H 5.113 8.639 3.815
H 3.402 7.429 6.029
H 3.129 6.021 4.994
H 3.080 7.562 4.211
C -8.722 -3.889 -3.472
N -7.511 -4.363 -2.817
C -6.871 -3.660 -1.874
C -5.663 -4.383 -1.325
O -7.206 -2.577 -1.385
H -9.515 -3.769 -2.734
H -9.075 -4.667 -4.149
H -8.589 -2.968 -4.040
H -6.930 -5.120 -3.148
H -5.121 -3.824 -0.562
H -5.057 -4.596 -2.206
H -6.043 -5.295 -0.865
C -2.096 -1.249 -8.027
N -0.845 -0.370 -7.960
C 0.073 -0.404 -8.941
C 1.298 0.549 -8.715
O 0.049 -1.098 -9.949
H -2.517 -1.133 -7.028
H -1.795 -2.268 -8.271
H -2.794 -0.787 -8.724
H -0.745 0.280 -7.193
H 2.076 0.634 -9.474
H 1.918 0.236 -7.875
H 0.949 1.508 -8.333

113
Properties=species:S:1:pos:R:3 method="wB97M-V/def2-TZVPD" mol_weight_da=757.3 de_lowest_kcal_mol=143.4 gap_ev=7.58 lumo_energy_ev=1.4024 homo_energy_ha=-0.2269 charge=-1 energy_ha=-2997.4910
Cl 8.381 6.984 -12.378
O 8.132 7.224 -13.722
O 9.724 6.492 -12.353
O 8.396 8.330 -11.798
O 7.387 6.092 -11.843
C 2.994 4.323 -17.647
C 2.053 3.170 -18.016
O 2.134 2.094 -17.495
N 1.178 3.530 -18.931
C 0.272 2.631 -19.555
H 4.020 4.017 -17.855
H 2.791 4.525 -16.595
H 2.733 5.197 -18.244
H 1.274 4.326 -19.546
H 0.070 1.746 -18.953
H 0.597 2.390 -20.567
H -0.694 3.105 -19.727
C 2.674 2.112 -10.995
C 2.055 1.774 -9.714
O 2.199 0.692 -9.187
N 1.299 2.640 -8.998
C 1.069 4.052 -9.333
H 2.227 2.938 -11.547
H 2.595 1.227 -11.627
H 3.735 2.320 -10.855
H 0.892 2.325 -8.129
H 0.078 4.262 -9.736
H 1.794 4.430 -10.054
H 1.228 4.794 -8.551
C 8.441 5.907 -6.111
C 7.451 6.967 -5.461
O 7.285 6.953 -4.198
N 6.897 7.897 -6.245
C 6.162 9.021 -5.726
H 8.664 6.043 -7.169
H 8.041 4.911 -5.922
H 9.363 6.074 -5.554
H 7.299 8.089 -7.151
H 6.625 9.935 -6.099
H 5.909 8.922 -4.671
H 5.156 9.291 -6.047
C 14.548 4.269 -17.542
C 14.846 4.141 -19.059
O 15.741 4.772 -19.617
N 13.998 3.242 -19.677
C 14.227 2.930 -21.107
H 14.592 3.323 -17.003
H 13.521 4.608 -17.409
H 15.276 4.847 -16.973
H 13.106 2.918 -19.332
H 13.816 1.932 -21.262
H 15.309 2.863 -21.225
H 13.776 3.600 -21.839
C 16.000 12.345 -4.962
C 15.144 12.292 -6.255
O 15.798 12.586 -7.279
N 13.879 11.936 -6.165
C 13.065 11.554 -7.245
H 16.262 13.325 -4.563
H 16.993 11.993 -5.238
H 15.445 11.824 -4.181
H 13.563 12.131 -5.226
H 13.109 12.248 -8.084
H 11.984 11.565 -7.106
H 13.411 10.641 -7.729
C 5.223 14.805 -9.883
C 3.903 14.795 -9.056
O 4.086 15.302 -7.973
N 2.764 14.267 -9.518
C 1.393 14.194 -9.037
H 5.056 14.983 -10.945
H 5.815 13.897 -9.761
H 5.870 15.589 -9.489
H 2.941 13.742 -10.362
H 1.218 13.268 -8.489
H 0.747 14.191 -9.915
H 1.058 15.049 -8.450
C 5.476 12.244 -16.819
C 4.064 12.152 -16.367
O 3.190 12.649 -17.079
N 3.942 11.537 -15.219
C 2.782 11.389 -14.464
H 5.342 13.090 -17.493
H 5.741 11.290 -17.275
H 6.136 12.455 -15.978
H 4.784 11.198 -14.775
H 2.200 12.311 -14.454
H 3.079 11.269 -13.422
H 2.186 10.542 -14.805
C 12.699 1.088 -10.518
C 13.996 1.642 -10.047
O 14.792 0.813 -9.538
N 14.174 2.923 -10.331
C 15.466 3.646 -10.135
H 12.848 0.031 -10.739
H 12.257 1.580 -11.384
H 11.924 1.018 -9.755
H 13.387 3.492 -10.608
H 15.966 3.874 -11.076
H 16.218 3.175 -9.501
H 15.316 4.564 -9.567
C 12.739 10.895 -16.515
C 12.872 12.411 -16.206
O 13.778 13.014 -16.788
N 11.922 13.033 -15.555
C 11.610 14.497 -15.549
H 13.773 10.590 -16.676
H 12.207 10.816 -17.463
H 12.207 10.311 -15.764
H 11.189 12.530 -15.076
H 11.003 14.845 -16.385
H 12.589 14.949 -15.711
H 11.128 14.663 -14.585

8
Properties=species:S:1:pos:R:3 method="wB97M-V/def2-TZVPD" mol_weight_da=60.1 de_lowest_kcal_mol=48.8 gap_ev=10.73 lumo_energy_ev=0.9393 homo_energy_ha=-0.3597 charge=0 energy_ha=-221.3349
N 1.606 -0.268 1.114
N -1.091 -0.338 0.399
N 1.574 0.426 -1.078
N 1.356 0.063 0.066
H -0.895 0.584 -0.007
H -1.916 -0.811 -0.084
H -1.429 -0.273 1.338
H 0.796 0.617 -1.749

53
Properties=species:S:1:pos:R:3 method="wB97M-V/def2-TZVPD" mol_weight_da=344.5 de_lowest_kcal_mol=432.6 gap_ev=8.48 lumo_energy_ev=0.3945 homo_energy_ha=-0.2971 charge=0 energy_ha=-1113.5176
C -0.899 6.825 -1.309
C -0.969 5.471 -0.904
C -2.199 5.426 0.169
C 0.351 5.276 0.142
C 1.839 5.078 -0.581
O 1.405 3.866 -1.643
C 1.664 2.628 -0.837
C 1.993 2.367 0.285
C 1.951 1.162 0.942
C 1.519 0.002 -0.005
C 1.821 -1.241 0.719
O 2.613 -1.676 1.553
N 0.944 -2.183 0.123
C 0.809 -3.701 0.444
C -0.679 -3.772 1.069
C -1.642 -3.953 -0.110
C -2.224 -4.997 -0.631
C -2.990 -4.460 -1.902
C -2.587 -3.217 -1.882
O -1.840 -2.819 -1.026
N -1.097 -2.792 2.190
C -0.117 -2.782 3.134
C -2.434 -2.891 2.347
C 1.274 0.344 -1.266
C 1.409 1.462 -1.769
H -1.792 6.824 -1.984
H -0.773 7.491 -0.628
H -0.029 6.915 -2.079
H -0.805 4.508 -1.509
H -2.279 6.234 1.044
H -2.083 4.365 0.515
H -2.938 5.516 -0.526
H 0.624 6.158 0.754
H 0.288 4.424 0.806
H 2.680 5.051 -0.089
H 1.881 5.980 -1.327
H 2.327 3.112 1.043
H 2.132 0.741 1.857
H 0.452 -1.990 -0.797
H 1.388 -3.757 1.132
H 1.134 -4.387 -0.343
H -0.750 -4.936 1.470
H -2.356 -6.003 -0.362
H -3.544 -5.066 -2.276
H -2.914 -2.388 -2.664
H -0.018 -3.649 3.756
H 0.712 -2.555 2.947
H -0.530 -1.873 4.019
H -2.788 -2.118 2.993
H -2.483 -3.875 2.802
H -3.138 -3.083 1.462
H 1.172 -0.484 -2.098
H 1.058 1.860 -2.665

26
Properties=species:S:1:pos:R:3 method="wB97M-V/def2-TZVPD" mol_weight_da=154.0 de_lowest_kcal_mol=105.6 gap_ev="8.98 / 7.17" lumo_energy_ev="0.6411 / -0.5375" homo_energy_ha="-0.3064 / -0.2834" charge=0 energy_ha=-489.0663
B 1.025 -0.475 0.038
C 3.700 0.048 -0.611
C 2.670 1.121 -0.773
C 3.363 -0.597 0.681
C -0.362 -1.064 0.105
C -2.061 0.864 0.257
C -1.508 -0.313 -0.590
C -3.287 0.723 1.123
C -2.654 -1.239 -0.944
O 1.334 0.598 -0.903
O 2.050 -0.986 0.917
H 3.587 -0.625 -1.400
H 4.704 0.381 -0.522
H 2.775 1.828 0.120
H 2.838 1.932 -1.556
H 4.031 -1.490 0.729
H 3.697 -0.001 1.479
H -0.797 -1.755 0.922
H -1.332 1.643 0.213
H -1.261 0.187 -1.462
H -4.193 0.680 0.615
H -3.301 1.731 1.759
H -3.162 -0.025 1.795
H -2.979 -1.897 -0.127
H -2.100 -1.842 -1.631
H -3.453 -0.491 -1.240